A molecular structure, C28H34Br2IrN5O3S4. Source: the OMol25 dataset; level of theory: ωB97M-V/def2-TZVPD.

```
77
Properties=species:S:1:pos:R:3
Ir -0.5119 -1.1480 0.7038
Br 3.2224 -3.8219 2.9519
C 1.7619 -4.4376 1.9329
C 1.5535 -5.8194 1.7761
C 0.4974 -6.2940 1.0501
Br 0.2538 -8.1585 0.8826
C -0.4136 -5.3992 0.4366
C -1.5694 -5.7646 -0.2926
C -2.3921 -4.7962 -0.7959
C -2.0739 -3.4425 -0.5996
N -0.9919 -3.0782 0.0470
C -0.1668 -4.0231 0.5885
C 0.9198 -3.5135 1.3572
O 1.0774 -2.2050 1.4607
H 2.2394 -6.5087 2.2483
H -1.7998 -6.8122 -0.4286
H -3.2914 -5.0512 -1.3374
H -2.7065 -2.6428 -0.9644
C 1.7808 4.0234 1.8632
C 0.3380 3.7535 2.2629
N -0.4891 3.3900 1.1128
C -1.0833 4.5102 0.3707
C -2.5244 4.7700 0.7787
C -0.7057 2.1308 0.7287
S 0.0818 0.8899 1.6534
N -1.4893 1.9933 -0.3481
C -2.0644 0.8910 -0.7737
O -2.1215 -0.2494 -0.1947
C -2.7798 0.9993 -2.0717
C -2.9953 -0.1417 -2.8386
C -3.6122 -0.0457 -4.0754
C -4.0311 1.1910 -4.5457
C -3.8262 2.3323 -3.7809
C -3.1951 2.2394 -2.5520
H 2.3461 4.3921 2.7191
H 1.8346 4.7748 1.0744
H 2.2529 3.1088 1.5031
H -0.1160 4.6389 2.7097
H 0.2835 2.9597 3.0048
H -1.0107 4.2978 -0.6929
H -0.4633 5.3809 0.5862
H -3.1313 3.8782 0.6239
H -2.9415 5.5801 0.1800
H -2.5912 5.0592 1.8285
H -2.6508 -1.1001 -2.4750
H -3.7660 -0.9340 -4.6736
H -4.5152 1.2665 -5.5105
H -4.1606 3.2948 -4.1444
H -3.0261 3.1203 -1.9485
C -0.2484 -0.4841 4.8540
O -1.5114 0.1152 4.4618
C -2.1825 -0.4243 3.5020
S -3.6212 0.0870 2.9172
S -1.7553 -1.8629 2.6389
H 0.0741 0.0902 5.7147
H 0.4647 -0.3955 4.0365
H -0.4011 -1.5267 5.1216
C 4.8464 0.5689 0.6094
C 4.3022 -0.8245 0.3250
N 2.8628 -0.8303 0.0868
C 2.2843 -0.5137 -1.0621
S 0.5786 -0.5909 -1.2822
N 3.0201 -0.0961 -2.0952
C 2.4990 0.3439 -3.3910
C 2.0998 1.8116 -3.3942
H 5.9238 0.5252 0.7673
H 4.3836 0.9780 1.5071
H 4.6526 1.2641 -0.2094
H 4.4671 -1.4717 1.1851
H 4.8226 -1.2973 -0.5144
H 2.2640 -1.3290 0.7563
H 4.0129 -0.0152 -1.9516
H 1.6520 -0.2888 -3.6507
H 3.2830 0.1495 -4.1216
H 1.3002 1.9940 -2.6752
H 1.7407 2.0968 -4.3831
H 2.9497 2.4483 -3.1447
```

Output
LUMO (alpha / beta)   -0.1093 / -0.1847 Ha
Spin multiplicity   2
Orbital gap (alpha / beta)   0.2710 / 0.1954 Eh
HOMO level (alpha / beta)   -10.347 / -10.345 eV
Total charge   +1


A molecular structure, C28H34BrCl3N8O6SSiZr. Source: the OMol25 dataset; level of theory: ωB97M-V/def2-TZVPD.

```
83
Properties=species:S:1:pos:R:3
Zr -0.0366 -0.1138 -0.5715
N -2.1803 1.1202 3.7407
C -1.6542 0.5871 2.6578
S -0.8979 1.5335 1.5084
N -2.6314 -1.3493 1.4357
N -2.3917 -0.6778 0.2331
C -3.4447 -0.3495 -0.4180
C -3.5269 0.3927 -1.6576
C -4.7429 0.4283 -2.3461
C -4.8672 1.1389 -3.5217
C -3.7697 1.8449 -4.0091
C -2.5663 1.8488 -3.3305
C -2.4374 1.1164 -2.1536
O -1.2797 1.1038 -1.4983
H -2.1284 2.1121 3.9062
H -2.5229 0.4840 4.4532
H -4.4127 -0.6344 0.0063
H -5.5869 -0.1265 -1.9512
H -5.8042 1.1433 -4.0612
H -3.8543 2.3951 -4.9375
H -1.7024 2.3775 -3.7064
C 3.2908 1.4145 1.7949
C 2.4381 0.1834 1.8741
O 1.5636 -0.0504 1.0393
N 2.6289 -0.6758 2.8745
C 1.8208 -1.8919 2.9860
C 0.3647 -1.6155 3.3132
C -0.0596 -1.6667 4.6355
C -1.4575 -1.8214 4.8251
C -2.3240 -1.5850 3.8100
C -1.7560 -0.9817 2.5587
N -0.4386 -1.4486 2.2725
H 2.6879 2.2223 1.3850
H 4.1219 1.2265 1.1122
H 3.6926 1.7015 2.7652
H 3.2880 -0.4465 3.5975
H 2.2778 -2.5034 3.7611
H 1.8858 -2.4225 2.0349
H 0.6395 -1.8756 5.4325
H -1.8284 -2.2139 5.7658
H -3.3735 -1.8492 3.8664
H -3.6050 -1.2375 1.7068
C 1.3985 -4.9005 -2.7068
N 1.2560 -3.7000 -1.9131
C 3.2739 -2.5647 -1.9910
C 0.4581 -3.4809 -0.8535
N 0.5030 -2.3452 -0.2150
N -0.3370 -4.5625 -0.4895
C -1.3823 -4.9451 -1.4422
C -0.8222 -4.5925 0.8828
H 1.0703 -5.7543 -2.1225
H 2.4518 -5.0293 -2.9504
H 0.8320 -4.8313 -3.6367
H 3.7841 -3.4924 -2.2583
H 2.8089 -1.6830 -0.3787
H 3.6722 -1.7302 -2.5701
H -0.0689 -2.3792 0.6430
H -1.1445 -4.6091 -2.4447
H -2.3313 -4.4752 -1.1635
H -1.5088 -6.0289 -1.4446
H -1.5858 -3.8332 1.0812
H 0.0002 -4.4469 1.5811
H -1.2512 -5.5788 1.0605
O 3.4087 -2.4053 -0.6221
O 1.9163 -2.5980 -2.4202
Br 7.1456 4.1060 -3.2631
C 5.5802 3.1979 -2.7138
C 5.4225 1.8607 -3.0445
C 4.2786 1.1994 -2.6310
C 3.3097 1.8730 -1.8971
C 3.4750 3.2181 -1.5886
C 4.6168 3.8880 -1.9937
C 2.0970 1.1614 -1.4400
O 1.1546 1.7808 -0.8813
O 1.9765 -0.0988 -1.5861
H 6.1809 1.3490 -3.6196
H 4.1211 0.1616 -2.8866
H 2.6998 3.7329 -1.0366
H 4.7590 4.9337 -1.7605
Cl 0.5789 0.3553 -4.6235
Si -0.2027 -1.6622 -4.7405
Cl -2.0540 -1.2030 -5.7259
Cl -1.2415 -1.6366 -2.5534
```

Output
LUMO   -0.0017 Ha
Orbital gap   0.2574 Eh
HOMO level   -7.050 eV
Total charge   0


A molecular structure, C28H34F3N2O6SbSc. Source: the OMol25 dataset; level of theory: ωB97M-V/def2-TZVPD.

```
75
Properties=species:S:1:pos:R:3
Sc 0.2214 0.8714 1.2785
C 1.5606 -1.9502 1.7447
C 2.6153 -0.9262 2.0796
O 2.3121 0.2426 1.2744
C 3.2422 1.3492 1.3628
C 2.8092 2.2611 2.4833
O 1.3644 2.4236 2.3653
C 0.6979 2.7578 3.6171
C 0.4907 1.4957 4.4127
O -0.0403 0.5412 3.4716
C -0.2846 -0.7905 3.9801
C -0.6638 -1.6205 2.7782
O 0.2474 -1.3044 1.6893
H 1.5418 -2.7436 2.4909
H 1.7259 -2.3798 0.7604
H 3.6016 -1.3011 1.8044
H 2.6169 -0.6380 3.1333
H 3.2118 1.8501 0.3952
H 4.2532 0.9827 1.5363
H 3.2818 3.2389 2.3975
H 3.0332 1.8433 3.4651
H -0.2628 3.1917 3.3383
H 1.2676 3.5091 4.1617
H -0.2229 1.6694 5.2194
H 1.4132 1.0978 4.8404
H -1.0927 -0.7674 4.7115
H 0.6248 -1.1461 4.4689
H -1.6555 -1.3697 2.4092
H -0.6234 -2.6850 3.0032
C -4.4875 0.6794 1.5797
O -3.8383 1.8727 1.0160
C -2.5648 1.8941 0.9013
O -1.7884 0.9703 1.2781
N -2.0531 2.9985 0.3439
N -0.6521 3.0906 0.2796
H -5.5418 0.9246 1.5828
H -4.1206 0.5243 2.5892
H -4.2765 -0.1632 0.9271
H -2.6501 3.7660 0.0627
H -0.3542 3.9178 0.7931
H -0.3802 3.2238 -0.6924
F 0.2101 2.1805 -7.2636
C 0.2391 1.7219 -6.0201
C -0.4048 2.4478 -5.0330
C -0.3726 1.9604 -3.7376
C 0.2886 0.7659 -3.4496
C 0.9387 0.0607 -4.4589
C 0.9139 0.5447 -5.7596
Sb 0.2176 -0.0393 -1.5246
C -1.7293 -0.8724 -1.4216
C -2.7801 -0.1840 -2.0309
C -4.0830 -0.6597 -1.9515
C -4.3162 -1.8313 -1.2532
F -5.5600 -2.2930 -1.1719
C -3.3016 -2.5397 -0.6345
C -2.0050 -2.0470 -0.7188
C 1.4995 -1.6880 -1.6779
C 2.8682 -1.4640 -1.5068
C 3.7781 -2.5027 -1.6364
C 3.2940 -3.7662 -1.9364
F 4.1562 -4.7660 -2.0508
C 1.9481 -4.0168 -2.1377
C 1.0499 -2.9648 -2.0143
H -0.9094 3.3695 -5.2889
H -0.8690 2.5349 -2.9601
H 1.4656 -0.8630 -4.2554
H 1.4077 0.0217 -6.5677
H -2.5961 0.7074 -2.6214
H -4.9065 -0.1581 -2.4432
H -3.5326 -3.4652 -0.1231
H -1.2098 -2.6058 -0.2402
H 3.2480 -0.4695 -1.2964
H 4.8451 -2.3524 -1.5341
H 1.6253 -5.0144 -2.4056
H 0.0025 -3.1543 -2.2087
```

Output
LUMO   -0.3356 Ha
Orbital gap   0.2580 Eh
HOMO level   -16.153 eV
Total charge   +3


E list, top to bottom, in Ha: -8431.9056, -6666.4553, -2948.0196
Energy above the lowest of the compared OMol25 structures with the same formula, charge and spin list, top to bottom, in kcal/mol: 9.5, 137.2, 0.0